Entry 1:
ORCA calculation (ωB97M-V/def2-TZVPD) on one molecule with the formula C13H15N3 at a distorted geometry.

Computed properties:
**LUMO**: 0.11 eV
**Energy relative to the best compared isomer or geometry (same formula, charge and spin)**: 2.5982 eV
**Charge**: 0
**HOMO**: -0.264 Ha

Geometry as XYZ:
```
31
Properties=species:S:1:pos:R:3:lowdin_charge:R:1
C 0.035 -1.214 -0.208 -0.227
C 0.514 -2.055 -1.376 -0.281
C -0.389 -2.971 -1.885 -0.307
N -1.223 -3.686 -2.293 0.098
C 1.799 -2.078 -1.931 -0.288
N 2.829 -2.081 -2.498 0.110
C 1.167 -0.374 0.417 -0.189
C 2.006 0.445 -0.362 -0.045
C 3.024 1.220 0.245 -0.063
C 3.274 1.106 1.629 -0.081
C 2.474 0.240 2.393 -0.081
C 1.466 -0.508 1.781 -0.045
H -0.375 -1.896 0.564 0.150
H 1.919 0.497 -1.456 0.114
H 3.607 1.961 -0.338 0.112
H 4.019 1.732 2.135 0.105
H 2.593 0.180 3.479 0.105
H 0.888 -1.232 2.344 0.108
C -3.422 0.248 0.322 -0.067
C -1.962 0.732 0.257 -0.307
C -1.897 2.100 -0.445 -0.068
N -1.105 -0.311 -0.629 0.103
H -3.984 0.839 1.066 0.092
H -3.961 0.399 -0.635 0.092
H -3.497 -0.810 0.617 0.088
H -1.492 0.765 1.265 0.148
H -2.316 2.878 0.220 0.094
H -0.856 2.393 -0.686 0.086
H -2.516 2.139 -1.371 0.094
H -0.789 0.238 -1.477 0.175
H -1.828 -0.895 -1.142 0.171
```

***

Entry 2:
ORCA calculation (ωB97M-V/def2-TZVPD) on a 3-piece molecular cluster, C4H13NO2 overall at a distorted geometry.

Computed properties:
**LUMO**: 0.74 eV
**Energy relative to the best compared isomer or geometry (same formula, charge and spin)**: 1.6004 eV
**Charge**: 0
**Structure (SMILES)**: C/C=C/NC.O.O
**HOMO**: -0.303 Ha

Geometry as XYZ:
```
20
Properties=species:S:1:pos:R:3:lowdin_charge:R:1
C 2.445 1.174 1.083 -0.112
C 1.036 0.799 0.674 -0.154
C 0.659 -0.376 0.121 -0.185
N -0.686 -0.739 -0.029 -0.114
C -0.972 -1.969 0.696 -0.113
H 2.829 0.419 1.747 0.062
H 2.331 1.997 1.776 0.062
H 3.145 1.400 0.282 0.070
H 0.224 1.479 0.966 0.082
H 1.463 -1.092 0.019 0.117
H -1.410 -0.057 -0.037 0.071
H -0.709 -1.852 1.753 0.079
H -0.457 -2.857 0.336 0.077
H -2.051 -2.174 0.640 0.085
O -1.286 -0.890 -3.201 -0.083
H -0.571 -0.314 -3.508 0.032
H -0.867 -1.229 -2.383 0.011
O -1.932 2.197 0.022 -0.072
H -1.139 2.635 -0.373 0.062
H -2.051 1.450 -0.585 0.024
```

***

Entry 3:
ORCA calculation (ωB97M-V/def2-TZVPD) on C42H41BrCdO2P2 as an isolated structure at a distorted geometry.

Computed properties:
**LUMO (spin up / spin down)**: -0.39 / -0.39 eV
**Energy relative to the best compared isomer or geometry (same formula, charge and spin)**: 0.0000 eV
**Charge**: 0
**HOMO (spin up / spin down)**: -0.222 / -0.222 Ha

Geometry as XYZ:
```
89
Properties=species:S:1:pos:R:3:lowdin_charge:R:1
Cd 0.050 0.429 1.430 1.222
C -1.476 0.878 -3.903 -0.092
C -1.559 -0.444 -3.729 -0.142
C -0.937 -1.447 -4.657 -0.184
C 0.474 -1.126 -5.249 -0.176
C 1.421 -0.287 -4.444 -0.124
C 1.425 1.050 -4.394 -0.112
C 0.500 1.948 -5.140 -0.181
C -0.978 1.503 -5.170 -0.182
C 1.705 0.591 2.919 -0.325
H -1.850 1.582 -3.159 0.091
H -2.224 -0.878 -2.973 0.079
H -1.613 -1.611 -5.517 0.119
H -0.875 -2.417 -4.136 0.094
H 0.966 -2.103 -5.397 0.111
H 0.327 -0.675 -6.241 0.107
H 2.258 -0.858 -4.029 0.097
H 2.252 1.591 -3.939 0.065
H 0.852 2.062 -6.182 0.123
H 0.561 2.946 -4.686 0.108
H -1.580 2.402 -5.370 0.116
H -1.108 0.805 -6.006 0.101
H 1.518 1.361 3.684 -0.041
H 2.735 0.640 2.546 -0.058
H 1.518 -0.395 3.371 -0.044
P -1.436 -0.793 -0.172 0.961
P 2.166 0.053 -0.002 0.904
C -0.090 -1.243 -1.258 -0.328
C 1.208 -0.766 -1.268 -0.315
C -2.350 -2.310 0.167 -0.366
C -2.720 -3.168 -0.886 -0.093
C -3.463 -4.319 -0.607 -0.081
C -3.836 -4.618 0.708 -0.073
C -3.408 -3.797 1.762 -0.064
C -2.636 -2.671 1.502 -0.064
C -2.557 0.614 -0.551 -0.369
C -2.015 1.924 -0.628 -0.141
C -2.866 3.028 -0.680 -0.081
C -4.250 2.854 -0.728 -0.075
C -4.791 1.564 -0.673 -0.072
C -3.957 0.450 -0.560 -0.076
C 3.630 -0.955 0.388 -0.348
C 3.405 -2.243 0.924 -0.089
C 4.482 -3.080 1.207 -0.083
C 5.792 -2.659 0.948 -0.085
C 6.022 -1.372 0.444 -0.085
C 4.953 -0.517 0.160 -0.077
C 2.687 1.747 -0.397 -0.372
C 2.647 2.739 0.610 -0.095
C 2.964 4.058 0.302 -0.074
C 3.348 4.401 -1.000 -0.080
C 3.388 3.420 -2.000 -0.083
C 3.111 2.084 -1.689 -0.114
H -0.320 -2.093 -1.913 0.057
H 1.839 -1.040 -2.118 0.038
H -2.428 -2.933 -1.912 0.089
H -3.763 -4.974 -1.425 0.105
H -4.457 -5.491 0.917 0.106
H -3.683 -4.036 2.789 0.111
H -2.233 -2.060 2.315 0.082
H -0.926 2.068 -0.610 0.090
H -2.444 4.032 -0.695 0.110
H -4.903 3.723 -0.822 0.107
H -5.872 1.428 -0.719 0.108
H -4.377 -0.555 -0.468 0.106
H 2.378 -2.572 1.111 0.109
H 4.300 -4.073 1.621 0.105
H 6.627 -3.337 1.138 0.103
H 7.048 -1.039 0.264 0.104
H 5.136 0.484 -0.239 0.102
H 2.367 2.448 1.624 0.058
H 2.917 4.818 1.083 0.109
H 3.622 5.434 -1.226 0.104
H 3.653 3.695 -3.023 0.105
H 3.224 1.286 -2.431 0.089
Br -1.158 3.003 5.264 0.794
C -1.520 1.387 6.153 -0.603
C -1.833 1.439 7.524 -0.139
C -1.986 0.274 8.281 -0.090
C -1.782 -0.962 7.663 -0.089
C -1.485 -1.025 6.305 -0.030
C -1.409 0.127 5.511 -0.149
C -1.093 -0.064 4.039 -0.665
O -0.678 -1.202 3.664 -0.115
O -1.228 0.952 3.262 -0.268
H -1.946 2.401 8.011 0.089
H -2.245 0.346 9.342 0.104
H -1.846 -1.879 8.240 0.097
H -1.287 -1.983 5.827 0.113
```

***

Entry 4:
ORCA calculation (ωB97M-V/def2-TZVPD) on C34H26Br3F4NO7P2Pd as an isolated structure at a distorted geometry.

Computed properties:
**LUMO**: -1.48 eV
**Charge**: 0
**HOMO**: -0.320 Ha

Geometry as XYZ:
```
78
Properties=species:S:1:pos:R:3:lowdin_charge:R:1
Pd 0.427 -0.193 -0.249 0.745
F -3.876 -6.456 -1.879 0.151
C -3.390 -5.342 -1.357 -0.135
C -4.243 -4.315 -1.003 -0.137
F -5.551 -4.459 -1.176 0.139
C -3.738 -3.150 -0.454 -0.201
F -4.638 -2.241 -0.078 0.107
C -2.373 -2.959 -0.246 -0.255
P -1.601 -1.394 0.368 1.072
C -1.454 -1.834 2.135 -0.363
C -2.578 -2.162 2.887 -0.087
C -2.446 -2.465 4.234 -0.071
C -1.192 -2.469 4.825 -0.075
C -0.064 -2.187 4.067 -0.069
C -0.192 -1.872 2.724 -0.122
C -2.938 -0.181 0.131 -0.377
C -3.101 0.207 -1.200 -0.110
C -4.081 1.122 -1.547 -0.069
C -4.883 1.678 -0.559 -0.077
C -4.693 1.325 0.769 -0.071
C -3.725 0.395 1.118 -0.099
C -1.533 -4.032 -0.597 -0.554
Br 0.321 -3.919 -0.323 0.988
C -2.032 -5.201 -1.138 -0.263
F -1.225 -6.204 -1.459 0.094
H -3.556 -2.180 2.420 0.106
H -3.323 -2.708 4.821 0.107
H -1.091 -2.708 5.877 0.106
H 0.917 -2.226 4.522 0.108
H 0.684 -1.667 2.120 0.081
H -2.447 -0.213 -1.959 0.114
H -4.213 1.406 -2.582 0.111
H -5.654 2.388 -0.826 0.106
H -5.306 1.775 1.540 0.108
H -3.586 0.119 2.153 0.096
Br 6.907 -1.508 -3.210 0.730
C 5.068 -1.710 -3.613 -0.662
C 4.668 -2.058 -4.896 -0.188
N 3.391 -2.200 -5.224 0.072
C 2.468 -2.001 -4.290 -0.073
C 2.781 -1.668 -2.978 -0.106
C 4.117 -1.517 -2.631 -0.044
C 1.735 -1.463 -1.932 -0.710
O 0.549 -1.156 -2.252 -0.097
O 2.083 -1.605 -0.737 -0.169
H 5.398 -2.225 -5.680 0.102
H 1.434 -2.116 -4.593 0.121
H 4.379 -1.253 -1.615 0.119
C -1.543 1.993 3.232 -0.084
O -1.040 1.098 2.238 -0.345
P 0.241 1.484 1.325 0.714
O -0.132 2.922 0.745 -0.254
C -1.109 3.039 -0.302 -0.083
O 1.297 2.019 2.383 -0.263
C 2.269 1.149 2.990 -0.077
H -2.316 2.630 2.798 0.087
H -0.752 2.624 3.637 0.088
H -1.968 1.383 4.029 0.093
H -0.917 3.985 -0.802 0.098
H -2.116 3.041 0.123 0.082
H -1.015 2.227 -1.022 0.060
H 3.096 1.783 3.299 0.094
H 2.624 0.412 2.273 0.075
H 1.832 0.660 3.862 0.084
Br 2.872 6.648 -3.154 0.723
C 3.418 5.270 -1.967 -0.675
C 4.535 5.465 -1.171 -0.128
C 4.934 4.452 -0.311 -0.069
C 4.212 3.272 -0.235 -0.015
C 3.084 3.099 -1.028 -0.118
C 2.688 4.098 -1.908 -0.063
C 2.227 1.871 -0.882 -0.633
O 1.240 1.719 -1.625 -0.022
O 2.515 1.059 0.048 -0.099
H 5.087 6.394 -1.219 0.099
H 5.811 4.592 0.308 0.106
H 4.510 2.477 0.435 0.115
H 1.813 3.939 -2.523 0.113
```

***

Entry 5:
ORCA calculation (ωB97M-V/def2-TZVPD) on C3H5CeO4 as an isolated structure at a distorted geometry.

Computed properties:
**Expectation value of S²**: 0.7510
**LUMO (spin up / spin down)**: -10.26 / -9.97 eV
**Energy relative to the best compared isomer or geometry (same formula, charge and spin)**: 0.2172 eV
**Charge**: +2
**HOMO (spin up / spin down)**: -0.675 / -0.675 Ha
**2S+1**: 2

Geometry as XYZ:
```
13
Properties=species:S:1:pos:R:3:lowdin_charge:R:1
O 1.318 -1.352 3.696 0.230
C 0.512 -0.907 2.917 -0.700
O 0.646 -0.420 1.745 -0.117
O -0.831 -0.717 3.284 -0.043
H -1.019 -0.879 4.216 0.172
C -0.678 0.486 -2.339 -0.162
O -1.332 0.494 -1.290 -0.175
C 0.785 0.646 -2.417 0.023
H 0.783 1.532 -3.123 0.151
H -1.188 0.112 -3.245 0.172
H 1.253 1.020 -1.502 0.107
H 1.208 -0.169 -3.025 0.135
Ce -1.457 0.154 1.084 2.206
```

***

Entry 6:
ORCA calculation (ωB97M-V/def2-TZVPD) on one molecule with the formula C5H7N.

Computed properties:
**LUMO**: 1.13 eV
**Energy relative to the best compared isomer or geometry (same formula, charge and spin)**: 3.1857 eV
**Charge**: 0
**Structure (SMILES)**: C#C[C@@H]1CN1C
**HOMO**: -0.343 Ha

Geometry as XYZ:
```
13
Properties=species:S:1:pos:R:3:lowdin_charge:R:1
C 2.906 -0.886 -0.542 0.112
C 1.752 -0.549 -0.604 -0.087
C 0.367 -0.137 -0.700 -0.314
C -0.075 1.239 -0.327 -0.109
N -0.355 0.117 0.538 -0.127
C -1.730 -0.345 0.571 -0.105
H 3.929 -1.183 -0.471 0.023
H -0.196 -0.608 -1.509 0.139
H -0.897 1.661 -0.907 0.108
H 0.655 1.954 0.043 0.110
H -1.749 -1.396 0.874 0.084
H -2.247 -0.249 -0.400 0.081
H -2.281 0.240 1.315 0.083
```